No. 1
{
  "formula": "C23H33N5NdO2P",
  "method": "wB97M-V/def2-TZVPD",
  "total_charge": 2,
  "spin_multiplicity": 4,
  "s2": 3.753,
  "homo_lumo_gap_ev": [7.2, 7.3],
  "e_homo_ev": [-13.61, -13.62],
  "molar_mass_g_mol": 586.764,
  "e_lumo_ev": [-6.4, -6.3],
  "elements": ["Nd", "C", "C", "O", "C", "C", "C", "C", "C", "C", "O", "H", "H", "H", "H", "H", "H", "H", "N", "N", "N", "C", "N", "N", "H", "H", "H", "C", "C", "C", "C", "P", "C", "C", "C", "C", "C", "C", "C", "C", "C", "C", "H", "H", "H", "H", "H", "H", "H", "H", "H", "H", "H", "H", "H", "H", "H", "H", "H", "H", "H", "H", "H", "H", "H"],
  "xyz": [[0.60755, -0.61161, 1.26264], [5.10948, 0.27854, 1.31593], [3.69338, 0.58639, 1.28464], [2.82071, -0.37513, 1.04167], [3.34608, 1.95910, 1.62754], [4.43489, 2.93082, 1.63435], [4.25510, 4.19732, 2.18452], [2.98295, 4.65306, 2.52095], [1.87638, 3.78170, 2.33607], [2.00944, 2.40066, 1.94719], [0.96408, 1.54552, 1.91127], [5.28367, -0.81005, 1.37310], [5.52646, 0.82236, 2.19603], [5.68175, 0.66532, 0.44532], [5.33089, 2.68938, 1.07955], [5.16350, 4.84186, 2.29770], [2.84873, 5.59809, 3.00607], [0.87070, 4.22038, 2.42823], [-2.85653, -0.39828, 4.37293], [-1.82843, -1.22529, 4.01636], [-1.58377, -2.38936, 4.67530], [-0.48526, -2.88997, 4.04364], [-0.04515, -2.09549, 3.07282], [-0.90267, -0.99838, 3.08346], [-3.30399, -0.59587, 5.23912], [-2.81492, 0.49085, 3.89526], [-0.11919, -3.90804, 4.25218], [1.17352, -1.68577, -3.11536], [-0.12634, -0.91185, -3.14863], [-1.28078, -1.73117, -3.76782], [0.09288, 0.26625, -4.12404], [-0.42265, -0.32530, -1.44736], [-1.44012, -1.67157, -0.77354], [-2.86931, -1.73743, -0.70723], [-3.46216, -2.85576, -0.09625], [-2.68103, -3.88813, 0.37276], [-1.32489, -3.92105, 0.16465], [-0.69345, -2.74021, -0.31874], [-1.58909, 1.20363, -1.36306], [-2.09205, 1.27115, 0.04193], [-2.74595, 1.16918, -2.37346], [-0.70032, 2.42393, -1.57406], [1.52251, -1.99000, -4.11000], [1.11673, -2.57038, -2.48198], [1.96589, -1.08230, -2.64357], [-0.93787, -2.15383, -4.68665], [-2.12435, -1.05900, -3.99263], [-1.62063, -2.57826, -3.16418], [0.20123, -0.09249, -5.15289], [0.98778, 0.86012, -3.88282], [-0.74042, 0.99134, -4.18188], [-3.50672, -0.91170, -1.00716], [-4.53649, -2.77580, 0.01054], [-3.13008, -4.79866, 0.81953], [-0.78958, -4.81170, 0.38254], [0.40449, -2.85630, -0.62992], [-2.84394, 0.46456, 0.23948], [-2.65253, 2.24157, 0.14608], [-1.32020, 1.26223, 0.86184], [-3.03416, 0.17298, -2.72501], [-2.51362, 1.79687, -3.24622], [-3.68256, 1.53245, -1.93504], [-0.20829, 2.66592, -0.62705], [-1.34188, 3.22122, -1.98601], [0.08057, 2.24134, -2.32063]]
}


No. 2
{
  "formula": "C35H45MoN2O9",
  "method": "wB97M-V/def2-TZVPD",
  "total_charge": 1,
  "spin_multiplicity": 3,
  "s2": 2.027,
  "homo_lumo_gap_ev": [8.5, 7.9],
  "e_homo_ev": [-10.61, -10.60],
  "molar_mass_g_mol": 733.690,
  "e_lumo_ev": [-2.1, -2.7],
  "elements": ["Mo", "C", "C", "O", "C", "C", "O", "C", "C", "O", "C", "C", "O", "C", "C", "O", "C", "C", "O", "H", "H", "H", "H", "H", "H", "H", "H", "H", "H", "H", "H", "H", "H", "H", "H", "H", "H", "H", "H", "H", "H", "H", "H", "C", "C", "C", "C", "C", "C", "O", "N", "C", "O", "N", "C", "O", "H", "H", "H", "H", "H", "H", "H", "H", "H", "H", "H", "C", "C", "C", "C", "C", "C", "C", "C", "C", "C", "C", "C", "C", "C", "C", "H", "H", "H", "H", "H", "H", "H", "H", "H", "H"],
  "xyz": [[0.03739, 0.34180, -0.08057], [0.68264, -0.73335, 1.67814], [2.11836, 0.35152, -0.24532], [1.52762, 0.27566, -1.53273], [2.05947, -0.58348, -2.57051], [1.36949, -1.91168, -2.59778], [-0.00601, -1.69297, -2.86260], [-0.76336, -2.87345, -2.67739], [-0.95090, -3.13919, -1.18695], [-1.24742, -1.95654, -0.43692], [-2.61522, -1.56027, -0.53066], [-2.78417, -0.51657, -1.60976], [-1.93755, 0.59838, -1.32034], [-2.61734, 1.75474, -0.82578], [-2.87766, 1.59190, 0.65433], [-1.74125, 0.95084, 1.24791], [-1.98072, 0.77668, 2.66209], [-0.78840, 0.13436, 3.31905], [-0.40366, -0.98727, 2.55409], [1.48787, -0.20186, 2.19445], [0.30164, -2.79673, 1.03471], [2.69464, -0.53066, 0.01739], [2.63179, 1.30233, -0.12102], [3.12466, -0.70016, -2.36924], [1.90548, -0.02512, -3.49414], [1.51084, -2.42410, -1.63402], [1.82569, -2.52912, -3.38304], [-0.26033, -3.73686, -3.12987], [-1.70885, -2.74456, -3.20605], [-0.03602, -3.54788, -0.76239], [-1.74030, -3.87792, -1.02253], [-2.87926, -1.15602, 0.44794], [-3.25542, -2.42617, -0.72058], [-3.82264, -0.18378, -1.68409], [-2.47602, -0.88707, -2.58709], [-3.55208, 1.90410, -1.37115], [-1.97138, 2.60006, -1.03435], [-3.75538, 0.96772, 0.86174], [-3.03860, 2.56765, 1.12331], [-2.86828, 0.13992, 2.75424], [-2.19653, 1.75669, 3.09823], [-1.08569, -0.21207, 4.31179], [0.03567, 0.83688, 3.41728], [-1.15258, 5.29078, 1.21568], [0.24084, 5.32795, 1.81717], [1.28114, 4.48901, 1.04686], [2.64125, 4.58055, 1.76355], [3.74407, 3.77915, 1.09460], [1.42600, 5.07467, -0.34050], [1.89963, 6.16636, -0.53382], [0.95544, 4.31540, -1.39034], [0.42918, 3.04031, -1.32018], [-0.01054, 2.49696, -2.31290], [0.38256, 2.41871, -0.08540], [0.79904, 3.04111, 1.06254], [0.79808, 2.42002, 2.11071], [-1.81143, 5.99569, 1.72092], [-1.59546, 4.29737, 1.32064], [-1.15426, 5.55411, 0.15587], [0.22490, 4.93240, 2.83445], [0.61782, 6.35080, 1.86668], [2.48744, 4.22384, 2.78412], [2.90512, 5.63741, 1.81436], [3.52280, 2.71104, 1.12134], [4.69075, 3.91964, 1.61383], [3.89872, 4.07833, 0.05589], [0.99542, 4.72512, -2.31496], [1.10885, -2.10706, 1.22699], [2.35308, -2.50144, 1.21963], [3.60585, -2.87186, 1.14479], [4.28013, -2.86758, -0.18088], [5.38061, -2.04258, -0.40332], [5.98382, -2.00828, -1.64984], [5.51105, -2.81403, -2.67910], [4.43727, -3.66278, -2.45338], [3.82274, -3.68538, -1.20779], [4.37283, -3.25272, 2.36021], [5.37866, -4.21043, 2.27627], [6.09440, -4.57116, 3.40642], [5.81627, -3.97373, 4.62718], [4.81615, -3.01580, 4.71651], [4.09992, -2.65453, 3.58692], [5.75940, -1.42854, 0.40437], [6.83191, -1.35883, -1.81644], [5.99292, -2.79323, -3.64663], [4.08775, -4.31655, -3.24120], [3.00546, -4.37444, -1.00962], [5.60091, -4.67325, 1.32302], [6.87168, -5.31899, 3.33337], [6.38368, -4.24919, 5.50541], [4.60114, -2.54339, 5.66488], [3.32654, -1.89982, 3.65241]]
}


No. 3
{
  "formula": "C2H2F3O3SV",
  "method": "wB97M-V/def2-TZVPD",
  "total_charge": 1,
  "spin_multiplicity": 4,
  "s2": 3.756,
  "homo_lumo_gap_ev": [8.5, 9.2],
  "e_homo_ev": [-14.13, -14.61],
  "molar_mass_g_mol": 214.040,
  "e_lumo_ev": [-5.6, -5.4],
  "elements": ["S", "O", "O", "C", "F", "F", "F", "C", "O", "V", "H", "H"],
  "xyz": [[-1.47237, -0.04902, -0.19008], [-1.51970, -0.84815, 1.12838], [-0.11799, 0.69554, -0.11936], [-1.08450, -1.41864, -1.42770], [-2.12969, -2.22921, -1.48396], [-0.88109, -0.87760, -2.61749], [-0.01757, -2.10356, -1.06078], [1.69166, 1.82129, 0.94071], [1.39896, 1.08191, 1.90772], [0.22167, -0.38195, 1.82270], [2.24436, 1.39019, 0.08789], [1.66627, 2.91919, 1.01197]]
}


Number 2 is which compound? C35H45MoN2O9